Record 1
Computed, not measured: 2 unconnected molecules or ions with the total composition H4N2O2S at a distorted geometry, with the ωB97M-V functional and the def2-TZVPD basis.

Structure (XYZ):
```
9
Properties=species:S:1:pos:R:3:mulliken_charge:R:1
N -1.141 1.154 -0.025 -0.533
N 0.316 -1.589 -0.155 -0.371
O -2.896 -0.836 -0.322 -0.409
O 1.173 -0.648 0.459 -0.329
S -1.891 -0.346 0.537 0.456
H -1.010 1.334 -1.014 0.264
H -0.263 1.176 0.434 0.303
H -0.042 -1.245 -1.129 0.265
H 1.629 -1.100 1.196 0.352
```

Results
Kohn-Sham gap (spin up / spin down)	9.301 / 7.908	eV
electronic energy	-17970.78129	eV
lowest unoccupied orbital energy (spin up / spin down)	-0.1 / 0.0	eV
energy relative to the best compared isomer or geometry (same formula, charge and spin)	100.6	kcal per mole

Record 2
Computed, not measured: 13 unconnected molecules or ions with the total composition C9H44O13 at a distorted geometry, with the ωB97M-V functional and the def2-TZVPD basis.

Structure (XYZ):
```
66
Properties=species:S:1:pos:R:3:mulliken_charge:R:1
O 0.899 -4.349 0.344 -0.654
H 0.334 -3.671 0.715 0.249
H 0.503 -4.554 -0.503 0.353
O 3.879 2.796 -3.293 -0.641
H 3.888 2.007 -3.834 0.274
H 3.909 3.518 -3.921 0.308
O -1.979 -1.151 -3.251 -0.712
H -1.424 -0.466 -2.877 0.553
H -2.111 -0.881 -4.160 0.270
O 0.632 1.208 -4.789 -0.606
H 0.196 1.163 -5.640 0.280
H 1.286 0.509 -4.816 0.321
O -0.135 3.407 -1.016 -0.710
H 0.708 3.669 -1.386 0.341
H -0.214 2.478 -1.233 0.259
O 2.612 4.089 -1.436 -0.636
H 3.341 3.644 -1.869 0.386
H 2.770 5.019 -1.595 0.251
O 2.343 -0.882 1.934 -0.505
H 2.408 -1.597 2.567 0.300
H 2.310 -0.089 2.470 0.220
O 3.487 -3.286 0.285 -0.655
H 3.384 -2.336 0.344 0.289
H 2.596 -3.616 0.169 0.428
O -2.148 -3.643 -2.163 -0.340
H -1.935 -3.425 -1.256 0.361
H -2.220 -2.796 -2.603 0.499
O -2.456 2.481 -2.623 -0.602
H -1.661 2.111 -3.008 0.316
H -2.271 2.522 -1.685 0.284
C 0.089 -1.267 -0.927 -1.211
C 0.413 0.171 -1.274 1.637
C 1.816 0.148 -1.894 -1.771
O -0.443 0.813 -2.122 -0.478
H 0.586 -1.618 -0.022 0.148
H 0.112 -1.941 -1.784 0.447
H -0.953 -1.168 -0.624 -0.036
H 0.430 0.862 -0.431 -0.229
H 2.565 -0.198 -1.182 0.392
H 2.126 1.061 -2.403 0.338
H 1.871 -0.669 -2.614 0.488
H -0.139 0.760 -3.031 0.309
C 0.429 3.517 4.604 -1.455
C 0.601 2.029 4.291 0.278
C -0.375 1.311 3.387 -0.512
O 1.810 2.027 3.603 -0.543
H -0.597 3.710 4.917 0.357
H 0.439 4.132 3.704 0.403
H 1.169 3.967 5.266 0.341
H 0.648 1.508 5.246 0.263
H -1.418 1.524 3.622 0.427
H -0.086 0.264 3.473 0.187
H -0.141 1.479 2.336 -0.061
H 1.828 2.708 2.927 0.332
C -3.245 -1.173 1.152 -1.123
C -2.502 -2.391 1.711 0.955
C -3.333 -3.256 2.622 -1.687
O -1.985 -3.199 0.676 -0.258
H -3.833 -1.470 0.283 0.387
H -2.582 -0.393 0.777 0.134
H -3.835 -0.590 1.859 0.418
H -1.670 -2.107 2.355 0.002
H -3.851 -2.556 3.278 0.415
H -2.739 -3.937 3.232 0.497
H -4.107 -3.833 2.117 0.389
H -2.032 -4.102 0.998 0.343
```

Results
<S²>	0.76
Kohn-Sham gap (spin up / spin down)	9.633 / 2.149	eV
electronic energy	-36653.27842	eV
lowest unoccupied orbital energy (spin up / spin down)	-2.8 / -10.2	eV
net charge	+1
spin multiplicity	2

Record 3
Computed, not measured: 2 unconnected molecules or ions with the total composition CH2N2O3 at a distorted geometry, with the ωB97M-V functional and the def2-TZVPD basis.

Structure (XYZ):
```
8
Properties=species:S:1:pos:R:3:mulliken_charge:R:1
C -0.133 -0.090 -0.169 -0.025
N -0.807 0.143 -1.158 0.398
N 0.528 0.817 0.617 0.932
O -1.317 -0.302 -2.192 -0.449
O 1.376 0.345 1.319 -0.527
O 0.152 1.941 0.495 -0.528
H 0.497 -1.688 0.831 0.155
H -0.296 -1.165 0.257 0.043
```

Results
Kohn-Sham gap (spin up / spin down)	9.194 / 8.351	eV
electronic energy	-10182.15292	eV
lowest unoccupied orbital energy (spin up / spin down)	-1.4 / -1.4	eV
energy relative to the best compared isomer or geometry (same formula, charge and spin)	183.2	kcal per mole

Record 4
Computed, not measured: a single C4H7N3 molecule at a distorted geometry, with the ωB97M-V functional and the def2-TZVPD basis.

Structure (XYZ):
```
14
Properties=species:S:1:pos:R:3:mulliken_charge:R:1
H 2.845 -1.538 0.423 0.261
N 1.843 -1.377 0.549 -0.612
C 1.525 -0.181 0.262 0.412
C 2.482 0.789 -0.276 0.203
N 3.210 1.509 -0.815 -0.387
N 0.234 0.326 0.253 -0.242
C -0.895 -0.483 -0.166 -0.229
C -2.158 0.365 -0.109 -1.227
H 0.041 1.031 0.947 0.251
H -0.698 -0.779 -1.202 0.258
H -0.999 -1.400 0.422 0.279
H -2.038 1.277 -0.705 0.334
H -2.383 0.649 0.925 0.332
H -3.010 -0.190 -0.509 0.365
```

Results
Kohn-Sham gap	10.196	eV
electronic energy	-8730.79862	eV
SMILES string	[H]/N=C(\C#N)NCC
lowest unoccupied orbital energy	0.4	eV
energy relative to the best compared isomer or geometry (same formula, charge and spin)	20.3	kcal per mole